(1)
17
Properties=species:S:1:pos:R:3:forces:R:3 method="wB97M-V/def2-TZVPD" lumo_ev=0.0214 charge=0 de_lowest_kj_mol=368.5 gap_ev=9.427 spin_multiplicity=1 e_homo_ev=-9.41
C 1.7682 -0.5186 0.4995 -0.5 -0.7 -0.4
C 1.3886 0.2627 -0.8479 2.0 -1.2 -0.5
O 0.7029 1.5137 -0.7058 -0.1 -0.8 0.7
C -0.3138 1.5488 0.3112 -0.1 1.2 0.7
Si -1.8392 0.4196 0.0592 -0.2 1.0 -0.2
N -1.6993 -0.8060 -1.2413 0.0 -5.7 3.5
C -1.6598 -1.9453 -0.6145 1.1 2.3 -0.7
S -1.3851 -3.3073 0.3236 -0.9 3.1 -2.5
H 2.7695 -1.0761 0.3545 -1.6 1.0 0.3
H 1.8177 0.1489 1.4212 0.1 -0.9 -1.3
H 0.9673 -1.3374 0.6500 1.3 1.3 0.2
H 0.8789 -0.4922 -1.5643 0.4 1.4 1.2
H 2.3949 0.5025 -1.3705 -1.7 0.0 0.8
H -0.7287 2.6328 0.3025 0.7 -1.7 -0.1
H 0.0789 1.4213 1.3958 -0.3 0.0 -1.8
H -2.9967 1.2757 -0.2988 0.1 -0.1 -0.1
H -2.1442 -0.2431 1.3257 0.0 -0.2 0.2

=====

(2)
21
Properties=species:S:1:pos:R:3:forces:R:3 method="wB97M-V/def2-TZVPD" lumo_ev="-0.2809 / -0.8222" charge=0 de_lowest_kj_mol=313.8 gap_ev="6.967 / 6.207" spin_multiplicity=1 e_homo_ev="-7.25 / -7.03"
C 0.9306 2.2151 2.0263 -2.9 -3.4 -2.9
C 0.3850 2.3698 0.6828 0.8 -1.7 1.7
C 0.7525 0.9916 2.6567 0.6 -1.3 0.0
C -0.1829 1.3048 0.0787 -2.0 -2.9 -1.4
C 0.2316 -0.1497 1.9662 0.3 -0.1 2.5
C -0.3250 -0.0300 0.7422 0.5 2.9 -2.0
C 1.1788 -1.8817 -1.5624 -2.3 1.3 3.5
C -0.9974 -1.1075 -2.4279 -1.2 -0.2 -0.1
C -0.8418 -1.1308 0.0224 0.3 -1.5 -2.2
N 0.3848 -1.5599 -2.5330 0.7 -0.3 0.8
N -1.5980 -1.0058 -1.1736 2.7 -0.1 -1.9
O 2.1318 -2.0297 -0.9184 0.4 -0.5 -1.1
O -1.5363 -0.8782 -3.4817 0.2 0.2 0.6
Br -1.4848 -2.6322 0.9738 0.0 -0.5 0.6
H 1.3312 3.0482 2.3808 1.9 3.2 2.2
H 0.4995 3.2223 0.0771 0.2 1.3 -0.1
H 1.0874 0.6685 3.6691 0.0 1.2 -0.7
H -0.6555 1.3440 -0.9823 1.1 0.3 1.9
H 0.2066 -1.1466 2.4961 0.0 1.4 -0.6
H 0.8508 -1.2324 -3.3492 0.0 0.1 -1.3
H -2.3489 -0.3797 -1.3438 -1.2 0.6 0.6

=====

(3)
24
Properties=species:S:1:pos:R:3:forces:R:3 method="wB97M-V/def2-TZVPD" lumo_ev=0.6549 charge=0 smiles="Cc1nc(N)nc2c1N/C(=N/N)CS2" de_lowest_kj_mol=0.0 gap_ev=7.799 spin_multiplicity=1 e_homo_ev=-7.14
C -1.1845 -2.4483 0.6544 0.2 0.2 1.9
C -0.5796 -1.1834 1.2793 -0.1 0.0 -0.5
N -0.8483 -0.8448 2.5497 0.3 -1.2 -1.0
C -0.2957 0.2674 3.0108 -0.8 -0.2 -1.6
N -0.5832 0.6637 4.2381 0.3 1.8 2.5
N 0.3495 1.1805 2.3289 1.5 0.1 -2.2
C 0.6326 0.8425 1.0696 0.0 0.0 -0.8
C 0.2340 -0.3627 0.4628 -0.4 0.2 0.7
N 0.5162 -0.6563 -0.8753 0.5 -1.5 0.4
C 0.7149 0.2671 -1.8727 -1.0 -0.6 -3.7
N 0.5443 -0.2214 -3.0928 0.4 0.1 3.0
N 0.4937 0.5750 -4.1731 0.0 1.1 -1.1
C 0.8925 1.7302 -1.5931 0.0 -0.8 0.9
S 1.5027 2.0512 0.1068 0.3 0.1 0.0
H -1.7190 -2.2275 -0.2308 -0.3 0.4 -1.2
H -1.9194 -2.9282 1.3144 0.4 0.3 0.1
H -0.4103 -3.1855 0.4529 0.1 0.0 -0.1
H -0.3322 1.6692 4.2989 -0.6 -1.1 0.4
H -1.5078 0.4256 4.5033 -0.7 -0.2 0.7
H 0.4654 -1.6335 -1.2499 -0.1 1.5 0.8
H 0.8569 1.5302 -4.1144 0.0 -0.6 -0.2
H 0.6134 0.0934 -5.0690 0.2 0.4 0.9
H 1.6073 2.1407 -2.3044 0.2 0.1 0.2
H -0.0435 2.2549 -1.6945 -0.4 0.2 -0.2

=====

(4)
40
Properties=species:S:1:pos:R:3:forces:R:3 method="wB97M-V/def2-TZVPD" lumo_ev=-2.6832 charge=+1 de_lowest_kj_mol=269.7 gap_ev=10.620 spin_multiplicity=1 e_homo_ev=-13.30
C 1.1228 -1.0150 -3.0175 -2.5 2.1 -2.3
O 1.4845 0.3220 -3.5024 -0.1 -0.2 -0.3
C 0.6308 -0.7741 -1.6190 -3.8 -0.6 -2.1
C 0.2236 -2.1032 -0.9724 -2.8 0.4 -0.1
O -0.5713 -1.8586 0.2320 -3.0 -1.7 -1.9
N 1.5203 -0.0328 -0.8002 0.6 2.1 3.3
H 2.0398 -1.4568 -3.2519 1.0 -2.3 0.6
H 0.1835 -1.4595 -3.6576 2.5 0.9 1.5
H 2.2773 0.1941 -4.0523 -0.6 0.4 0.2
H -0.3333 -0.0552 -1.7481 2.3 -2.0 0.4
H -0.3197 -2.8173 -1.6889 0.6 1.5 0.8
H 1.0480 -2.6481 -0.6596 1.9 -0.9 0.7
H -1.5829 -2.1182 -0.0303 3.7 1.0 0.9
H 1.6423 0.9706 -1.0471 -0.3 -0.9 -0.4
H 1.1383 0.0441 0.1976 -0.1 0.0 -1.6
H 2.4487 -0.3794 -0.6539 1.0 -0.6 -0.3
H -3.6873 -0.6418 -1.9392 0.3 -0.4 0.6
H -3.4686 -0.8785 -0.3938 0.0 0.0 -1.5
O -3.1935 -1.1907 -1.3029 -0.3 0.4 0.9
H -1.4297 0.0550 0.3299 1.0 0.9 -0.5
H -1.2732 1.6172 0.2136 1.2 -2.1 0.1
O -0.7633 0.7403 0.0663 -2.4 1.7 1.0
H -2.0610 -1.7356 3.5036 0.8 0.8 -0.8
H -0.9992 -0.8465 2.7369 3.5 0.7 0.2
O -1.8589 -1.1227 2.7606 -4.5 -1.6 0.6
H 0.5584 2.7625 2.2695 -0.2 -0.4 0.8
H 0.7785 3.3790 0.9660 1.2 -2.1 1.1
O 1.1548 2.6137 1.5420 -0.4 2.3 -2.0
H -2.0331 3.7690 1.4107 0.0 -0.2 -0.1
H -1.4933 3.6273 0.0004 -0.2 0.6 -1.0
O -1.4181 3.2579 0.8662 -0.3 0.2 0.9
H 2.0575 -1.2628 2.2504 0.1 0.1 0.2
H 3.1388 -2.2277 2.6557 1.8 -0.1 1.0
O 2.3301 -2.1812 2.2058 -1.9 0.1 -1.2
H -4.1607 0.9729 1.5320 1.8 -1.8 -1.0
H -3.1624 -0.2916 1.7865 -0.2 0.9 -0.2
O -3.4580 0.3661 1.1022 -1.6 0.8 1.4
H 4.5506 1.4024 0.8443 -1.0 -1.0 -0.8
H 3.2164 1.8990 0.4919 -1.0 0.7 0.2
O 3.7225 1.1042 0.3734 1.8 0.3 0.8

=====

(5)
11
Properties=species:S:1:pos:R:3:forces:R:3 method="wB97M-V/def2-TZVPD" lumo_ev=0.1475 charge=0 smiles="C=C(F)C(C)=O" de_lowest_kj_mol=39.3 gap_ev=10.085 spin_multiplicity=1 e_homo_ev=-9.94
C -0.4065 -1.5080 0.6230 -2.1 0.8 -2.3
C -1.0013 -0.5887 -0.2069 2.0 -1.2 3.0
F -2.2684 -0.6912 -0.4879 -1.1 -0.2 -1.3
C -0.3330 0.7089 -0.6091 0.3 -0.7 1.5
C 1.0552 1.0125 -0.0237 -1.0 0.0 -1.0
O -0.8969 1.4423 -1.3572 -0.5 0.8 -0.8
H 0.4540 -1.1594 1.0763 1.9 0.0 0.6
H -0.7545 -2.5277 0.8230 -0.3 0.8 0.1
H 1.5903 0.0895 0.0259 0.7 -0.3 0.3
H 1.0649 1.5748 0.9007 -0.3 -0.2 0.4
H 1.4963 1.6470 -0.7643 0.5 0.4 -0.4

=====

(6)
16
Properties=species:S:1:pos:R:3:forces:R:3 method="wB97M-V/def2-TZVPD" lumo_ev=0.6022 charge=0 de_lowest_kj_mol=488.2 gap_ev=8.473 spin_multiplicity=1 e_homo_ev=-7.87
C -1.2355 -1.7368 -1.0774 -0.4 0.7 0.0
C -2.2740 -1.0571 -0.5427 3.3 0.7 -4.0
C 0.3008 0.0366 0.7384 0.0 0.5 0.4
C 0.0719 1.4712 0.2457 1.1 -3.8 -1.6
C 2.2218 -0.6229 -1.4102 -0.8 -2.3 -0.3
S 1.3433 -1.0538 0.1973 0.4 -0.4 -0.1
H -0.4326 -1.2657 -1.6905 -1.2 -0.3 0.3
H -1.0870 -2.8016 -0.9072 0.0 0.2 0.3
H -2.9831 -1.5792 -0.0634 -2.5 -1.4 2.0
H -2.4791 -0.0813 -0.9960 0.0 0.0 0.9
H 0.6560 1.9464 0.9834 -0.4 1.7 1.1
H -0.9569 1.5368 -0.0401 -0.8 1.0 1.1
H 0.5784 1.5813 -0.6902 0.6 0.5 -0.9
H 1.5695 -0.6957 -2.3216 0.7 -0.4 0.9
H 3.1772 -1.1994 -1.4701 -0.9 0.5 -0.1
H 2.3671 0.3727 -1.2481 1.1 2.8 0.0

=====

no.,DFT total energy (a.u.)
1,-975.42069
2,-3181.05316
3,-999.44944
4,-936.76227
5,-330.47278
6,-594.50913